# 1
DFT (ωB97M-V with the def2-TZVPD basis set) results for a structure of composition C22H24N5O5PdS.

Values from the calculation:
Spin multiplicity = 3
Maximum force = 0.0016 hartree/bohr
Energy above the lowest of the compared OMol25 structures with the same formula, charge and spin = 0.0 kcal per mole
Charge = +1
Total energy = -2028.71200 Eh
Orbital gap (alpha / beta) = 7.7 / 8.4 eV
HOMO (alpha / beta) = -10.425 / -11.121 eV

CARTESIAN COORDINATES (ANGSTROEM)
1 Pd 0.20 0.29 0.29
2 C 2.84 3.57 1.76
3 C 2.28 4.70 1.19
4 C 1.13 4.56 0.43
5 C 0.59 3.30 0.23
6 N 1.15 2.22 0.78
7 C 2.24 2.35 1.53
8 C -0.66 3.08 -0.56
9 C -1.30 4.10 -1.26
10 C -2.47 3.81 -1.94
11 C -2.97 2.52 -1.91
12 C -2.27 1.56 -1.21
13 N -1.15 1.84 -0.55
14 H 3.73 3.63 2.38
15 H 2.71 5.68 1.36
16 H 0.67 5.44 -0.01
17 H 2.63 1.43 1.96
18 H -0.89 5.10 -1.28
19 H -2.98 4.59 -2.49
20 H -3.88 2.26 -2.44
21 H -2.60 0.53 -1.16
22 O -3.00 -3.40 -0.46
23 C -3.42 -3.16 0.83
24 C -4.45 -3.93 1.36
25 C -4.89 -3.72 2.65
26 C -4.31 -2.73 3.43
27 C -3.30 -1.96 2.90
28 C -2.83 -2.15 1.60
29 C -1.74 -1.27 1.12
30 O -1.25 -1.41 -0.05
31 O -1.29 -0.37 1.87
32 H -3.56 -4.10 -0.82
33 H -4.90 -4.71 0.75
34 H -5.69 -4.33 3.05
35 H -4.66 -2.55 4.44
36 H -2.83 -1.18 3.48
37 S 1.86 -1.27 1.34
38 C 3.34 -0.90 0.58
39 N 3.51 -0.35 -0.61
40 C 4.92 -0.06 -0.86
41 C 5.61 -0.97 0.16
42 N 4.54 -1.14 1.15
43 H 2.72 -0.04 -1.18
44 H 5.14 0.99 -0.67
45 H 5.20 -0.30 -1.89
46 H 6.49 -0.52 0.61
47 H 5.89 -1.94 -0.27
48 H 4.61 -1.74 1.95
49 N -0.81 -2.58 -2.38
50 C 0.54 -1.96 -2.24
51 C 0.32 -0.45 -2.45
52 O -0.63 -0.13 -3.16
53 O 1.14 0.32 -1.84
54 H -0.80 -3.55 -2.67
55 H -1.30 -1.97 -3.06
56 H -1.30 -2.47 -1.46
57 H 1.19 -2.35 -3.03
58 H 0.94 -2.19 -1.26

***

# 2
DFT (ωB97M-V with the def2-TZVPD basis set) results for a structure of composition C22H24N5OPtSSi.

Values from the calculation:
Spin multiplicity = 2
Maximum force = 0.0643 hartree/bohr
Energy above the lowest of the compared OMol25 structures with the same formula, charge and spin = 18.9 kcal per mole
Charge = 0
Total energy = -2008.72039 Eh
Orbital gap (alpha / beta) = 5.0 / 5.0 eV
HOMO (alpha / beta) = -5.560 / -5.581 eV

CARTESIAN COORDINATES (ANGSTROEM)
1 Pt -0.41 -0.55 0.50
2 N -4.35 -1.82 -0.34
3 C -3.88 -3.12 -0.31
4 C -2.56 -3.06 0.00
5 N -2.18 -1.76 0.15
6 C -3.28 -1.00 -0.04
7 C -3.18 0.39 0.07
8 N -2.00 0.96 0.44
9 C -2.17 2.30 0.36
10 C -3.44 2.59 -0.02
11 N -4.10 1.39 -0.19
12 H -5.29 -1.53 -0.53
13 H -4.51 -3.95 -0.52
14 H -1.85 -3.85 0.10
15 H -1.36 2.97 0.58
16 H -3.95 3.53 -0.14
17 H -5.03 1.27 -0.54
18 C 1.45 -1.16 4.52
19 Si 0.62 0.36 3.71
20 C -1.28 0.17 3.66
21 C 1.05 1.94 4.69
22 N 1.04 0.37 2.04
23 C 2.08 0.24 1.26
24 C 3.42 0.54 1.48
25 C 4.42 0.52 0.51
26 C 4.31 0.51 -0.87
27 C 3.15 0.56 -1.68
28 C 1.89 0.23 -1.29
29 O 0.76 0.39 -2.05
30 C 0.76 0.12 -3.39
31 C 1.39 -1.01 -3.91
32 C 1.26 -1.30 -5.25
33 C 0.52 -0.49 -6.08
34 C -0.11 0.64 -5.56
35 C 0.00 0.94 -4.22
36 H 1.16 -1.25 5.56
37 H 2.53 -1.09 4.48
38 H 1.16 -2.07 4.01
39 H -1.72 0.03 4.64
40 H -1.56 -0.68 3.04
41 H -1.74 1.06 3.23
42 H 0.61 1.90 5.68
43 H 0.66 2.83 4.20
44 H 2.12 2.07 4.81
45 H 3.70 0.81 2.49
46 H 5.44 0.59 0.88
47 H 5.24 0.57 -1.42
48 H 3.30 0.85 -2.72
49 H 1.96 -1.65 -3.24
50 H 1.74 -2.18 -5.65
51 H 0.42 -0.72 -7.13
52 H -0.69 1.27 -6.22
53 H -0.48 1.80 -3.79
54 S 1.36 -2.11 0.03
55 C 1.59 -0.35 -0.01

***

# 3
DFT (ωB97M-V with the def2-TZVPD basis set) results for a structure of composition C22H24N5OS5V.

Values from the calculation:
Spin multiplicity = 4
Maximum force = 0.0845 hartree/bohr
Energy above the lowest of the compared OMol25 structures with the same formula, charge and spin = 40.5 kcal per mole
Charge = -1
Total energy = -4136.77315 Eh
Orbital gap (alpha / beta) = 5.4 / 6.0 eV
HOMO (alpha / beta) = -2.735 / -3.269 eV

CARTESIAN COORDINATES (ANGSTROEM)
1 V 1.33 -0.59 -0.16
2 C 0.54 5.24 -1.95
3 C 0.34 3.93 -1.25
4 C -0.79 3.16 -1.47
5 C -0.98 1.95 -0.83
6 C -0.01 1.45 0.05
7 N -0.13 0.26 0.71
8 C -1.24 -0.20 1.29
9 C -2.30 0.65 1.66
10 C -3.41 0.20 2.33
11 C -3.53 -1.14 2.68
12 C -4.71 -1.64 3.47
13 C -2.48 -2.00 2.36
14 C -1.34 -1.57 1.67
15 N -0.29 -2.47 1.44
16 C -0.27 -3.78 1.82
17 C 0.98 -4.27 1.56
18 C 1.68 -3.20 1.02
19 N 0.90 -2.12 0.94
20 C 1.17 2.22 0.25
21 C 1.33 3.43 -0.40
22 N 2.18 1.69 1.06
23 C 3.09 2.35 1.82
24 C 3.89 1.40 2.41
25 C 3.41 0.17 1.93
26 N 2.39 0.37 1.11
27 H -0.40 5.64 -2.31
28 H 1.00 5.97 -1.27
29 H 1.21 5.13 -2.81
30 H -1.55 3.52 -2.16
31 H -1.87 1.36 -1.01
32 H -2.21 1.71 1.43
33 H -4.21 0.89 2.60
34 H -5.59 -1.04 3.24
35 H -4.93 -2.68 3.25
36 H -4.51 -1.55 4.54
37 H -2.57 -3.03 2.66
38 H -1.12 -4.28 2.23
39 H 1.34 -5.26 1.73
40 H 2.71 -3.16 0.68
41 H 2.25 3.99 -0.26
42 H 3.09 3.42 1.91
43 H 4.71 1.56 3.08
44 H 3.77 -0.82 2.12
45 S 1.15 -3.74 -2.20
46 S 3.01 -3.09 -2.52
47 S 3.43 -1.50 -1.19
48 S 2.80 0.27 -1.90
49 C 0.16 0.36 -3.86
50 S 0.50 -1.29 -3.06
51 C -0.85 -2.08 -4.04
52 O -0.08 -1.08 -1.72
53 H 0.39 0.29 -4.92
54 H 0.82 1.08 -3.39
55 H -0.88 0.62 -3.69
56 H -0.63 -1.94 -5.09
57 H -1.79 -1.60 -3.77
58 H -0.87 -3.13 -3.79

***

# 4
DFT (ωB97M-V with the def2-TZVPD basis set) results for an isolated molecule of C22H24N6O3.

Values from the calculation:
Spin multiplicity = 1
Maximum force = 0.0228 hartree/bohr
Energy above the lowest of the compared OMol25 structures with the same formula, charge and spin = 6.1 kcal per mole
Charge = 0
Total energy = -1407.01911 Eh
Orbital gap = 8.9 eV
HOMO = -8.388 eV

CARTESIAN COORDINATES (ANGSTROEM)
1 C -3.88 -1.06 1.74
2 H -4.96 -0.89 1.66
3 O -3.25 -0.98 0.49
4 C -3.33 0.18 -0.21
5 C -3.94 1.34 0.25
6 C -3.99 2.48 -0.55
7 C -3.45 2.46 -1.82
8 C -2.85 1.31 -2.30
9 C -2.77 0.18 -1.51
10 N -2.21 -1.00 -2.05
11 C -1.54 -2.00 -1.40
12 O -1.66 -3.15 -1.79
13 C -0.56 -1.61 -0.37
14 C -0.13 -2.51 0.54
15 N 0.98 -2.23 1.33
16 C 1.86 -1.29 0.88
17 N 3.13 -1.12 1.18
18 C 3.49 -0.06 0.40
19 N 2.51 0.39 -0.35
20 N 1.47 -0.41 -0.05
21 C 0.10 -0.25 -0.49
22 C -0.51 0.83 0.39
23 C -0.57 2.15 -0.04
24 C -1.08 3.11 0.81
25 C -1.51 2.72 2.07
26 N -1.43 1.47 2.50
27 C -0.93 0.56 1.68
28 H -0.88 -0.44 2.09
29 H -1.93 3.43 2.77
30 H -1.14 4.15 0.51
31 H -0.22 2.42 -1.03
32 H 0.12 0.10 -1.53
33 C 4.86 0.50 0.41
34 H 4.88 1.37 1.08
35 H 5.54 -0.25 0.82
36 C 5.31 0.94 -0.98
37 H 4.63 1.71 -1.35
38 H 5.25 0.09 -1.66
39 C 6.73 1.49 -0.97
40 O 7.68 0.54 -0.55
41 H 7.58 -0.26 -1.09
42 H 6.82 2.31 -0.26
43 H 6.99 1.86 -1.98
44 H 1.34 -2.95 1.95
45 C -0.76 -3.83 0.82
46 H -1.78 -3.84 0.45
47 H -0.22 -4.61 0.30
48 H -0.75 -4.04 1.88
49 H -2.68 -1.33 -2.89
50 H -2.44 1.28 -3.29
51 H -3.51 3.34 -2.45
52 H -4.47 3.36 -0.17
53 H -4.38 1.37 1.23
54 H -3.70 -2.07 2.09
55 H -3.45 -0.34 2.45

***

# 5
DFT (ωB97M-V with the def2-TZVPD basis set) results for a structure of composition C22H25AsClF6N4RhS2Sb.

Values from the calculation:
Spin multiplicity = 2
Maximum force = 0.0201 hartree/bohr
Energy above the lowest of the compared OMol25 structures with the same formula, charge and spin = 1.0 kcal per mole
Charge = +2
Total energy = -5514.24016 Eh
Orbital gap (alpha / beta) = 6.6 / 4.0 eV
HOMO (alpha / beta) = -13.790 / -13.789 eV

CARTESIAN COORDINATES (ANGSTROEM)
1 Rh 0.47 0.92 1.05
2 C 3.93 -2.75 2.21
3 S 3.42 -1.71 3.59
4 C 2.44 -0.52 2.84
5 S 2.37 -0.38 1.07
6 N 1.84 0.31 3.64
7 N 1.20 1.27 2.92
8 C 1.13 2.48 3.34
9 C 0.62 3.45 2.38
10 C 0.48 4.80 2.66
11 C 0.03 5.65 1.67
12 C -0.28 5.13 0.42
13 C -0.12 3.77 0.20
14 N 0.32 2.94 1.15
15 H 4.60 -3.48 2.66
16 H 4.48 -2.19 1.46
17 H 3.07 -3.26 1.78
18 H 1.54 2.76 4.31
19 H 0.74 5.16 3.64
20 H -0.08 6.71 1.86
21 H -0.64 5.76 -0.38
22 H -0.36 3.33 -0.75
23 C 0.38 1.75 -2.74
24 As 0.07 0.41 -1.36
25 C -1.67 -0.26 -1.88
26 C 1.34 -1.00 -1.93
27 C 1.02 -1.66 -3.20
28 C 1.56 -1.28 -4.42
29 C 1.24 -1.99 -5.56
30 C 0.36 -3.11 -5.53
31 C -0.18 -3.51 -4.33
32 C 0.14 -2.80 -3.17
33 H 0.36 1.25 -3.71
34 H 1.33 2.25 -2.60
35 H -0.43 2.48 -2.74
36 H -1.70 -0.40 -2.96
37 H -2.42 0.48 -1.60
38 H -1.88 -1.20 -1.36
39 H 1.33 -1.73 -1.12
40 H 2.32 -0.52 -1.96
41 H 2.25 -0.44 -4.49
42 H 1.67 -1.69 -6.51
43 H 0.14 -3.64 -6.44
44 H -0.84 -4.37 -4.25
45 H -0.26 -3.13 -2.22
46 Cl -3.14 -1.19 4.62
47 C -2.96 -0.17 3.26
48 C -4.06 0.36 2.61
49 C -3.85 1.21 1.53
50 C -2.56 1.49 1.14
51 N -1.50 0.97 1.77
52 C -1.69 0.14 2.81
53 H -5.06 0.12 2.94
54 H -4.68 1.65 1.00
55 H -2.35 2.17 0.32
56 H -0.82 -0.29 3.29
57 F -0.62 -1.39 0.65
58 Sb -0.69 -3.30 1.06
59 F -2.40 -2.97 1.77
60 F 0.16 -2.85 2.68
61 F -0.73 -5.12 1.39
62 F 1.01 -3.42 0.21
63 F -1.44 -3.45 -0.69